(1)
Below is a structure of composition C30H41Br2Cl3FeN5OSi at a distorted geometry, with properties calculated with the ωB97M-V functional and the def2-TZVPD basis.

As for the charge: +2. As for the expectation value of S²: 1.027. The spin multiplicity is 2. The value obtained for the energy relative to the best compared isomer or geometry (same formula, charge and spin) is 0.0 kcal/mol.

The geometry in XYZ format:
```
84
Properties=species:S:1:pos:R:3:forces:R:3
Fe -0.1172 -0.0976 -0.0225 -0.4 0.1 -0.7
Cl 6.0633 4.0019 -0.5958 -0.1 0.0 0.0
C 4.5138 3.2455 -0.5336 0.1 0.2 0.0
C 4.4314 1.8730 -0.4454 -0.2 -0.4 0.1
C 3.1705 1.3000 -0.3735 -0.3 0.2 0.0
Cl 2.9264 -0.3962 -0.2717 0.8 -0.4 -0.1
C 1.9786 2.0295 -0.3671 0.4 0.3 -0.4
O 0.7669 1.4927 -0.2598 -0.1 -0.9 0.9
C 2.1226 3.4153 -0.5046 0.1 0.2 0.0
Cl 0.6934 4.3710 -0.5854 0.0 0.1 0.0
C 3.3681 4.0205 -0.5806 -0.3 0.0 0.0
H 5.3280 1.2712 -0.4375 0.0 -0.1 0.0
H 3.4474 5.0930 -0.6796 -0.1 0.0 0.0
C 1.9654 -5.2169 -0.4153 0.1 -0.1 -0.1
C 1.5053 -4.0813 0.4389 -0.1 0.3 0.2
C 1.4371 -4.1766 1.8332 0.0 0.1 -0.2
C 1.0060 -3.1027 2.5966 0.0 0.1 -0.2
C 0.6588 -1.9638 1.9021 0.0 0.1 0.5
Br 0.0429 -0.3772 2.7052 -0.1 0.3 0.0
N 0.7196 -1.8338 0.5907 -0.2 0.0 0.1
C 1.1303 -2.8697 -0.1337 0.1 -0.5 -0.3
H 2.2265 -6.0801 0.1905 0.0 0.0 0.0
H 2.8422 -4.9349 -0.9975 0.0 0.0 0.0
H 1.1868 -5.5195 -1.1153 0.0 0.0 0.0
H 1.7283 -5.0954 2.3235 0.0 0.0 0.0
H 0.9459 -3.1475 3.6734 0.0 0.0 0.0
H 1.1720 -2.7180 -1.2045 0.0 0.0 0.0
N -1.2521 -1.1098 -3.7136 0.0 0.0 0.1
C -0.1788 -0.3600 -4.1325 0.1 0.1 0.0
C 0.4652 0.0575 -3.0093 0.3 0.1 -0.1
N -0.1917 -0.4364 -1.9174 -0.6 -0.2 -0.3
C -1.2417 -1.1247 -2.3772 0.4 0.0 0.1
C -2.0937 -1.6915 -1.3717 0.1 0.2 0.5
N -1.7397 -1.3956 -0.1253 0.1 0.1 -0.3
C -2.6711 -1.9625 0.6978 -0.1 -0.1 0.0
C -3.5923 -2.6098 -0.0695 -0.1 0.0 0.0
N -3.2176 -2.4235 -1.3799 0.1 0.0 0.1
H -1.9245 -1.5516 -4.3209 0.0 0.0 0.0
H 0.0234 -0.1922 -5.1740 0.0 0.0 0.0
H 1.3531 0.6581 -2.9194 0.0 0.1 0.0
H -2.6354 -1.8670 1.7673 0.0 0.0 0.1
H -4.4670 -3.1753 0.1945 0.0 0.0 0.0
H -3.7050 -2.7880 -2.1831 0.0 0.0 0.0
C -5.9017 0.9200 -0.6129 0.0 0.0 0.0
C -5.4995 1.8444 0.5452 0.1 0.2 -0.1
C -5.1449 0.9257 1.7225 0.1 0.1 0.0
C -6.7260 2.6891 0.9359 0.0 0.0 0.0
Si -4.0859 3.0543 0.0356 -0.1 -0.1 -0.1
Br -2.2149 1.5521 0.0135 0.0 0.2 0.1
C -4.0955 3.6246 -1.8067 0.0 0.0 0.3
C -3.8639 2.4954 -2.8208 0.0 -0.1 0.1
C -5.4679 4.2607 -2.0959 0.0 0.0 0.0
C -3.0032 4.6712 -2.0726 0.0 0.0 0.1
C -3.6180 4.3756 1.3423 0.0 -0.2 -0.1
C -3.7610 3.8352 2.7730 -0.1 0.0 -0.1
C -4.5758 5.5675 1.1707 0.0 0.0 0.0
C -2.1748 4.8819 1.2122 0.0 -0.1 -0.1
H -6.6714 0.2336 -0.2545 -0.1 0.0 0.0
H -5.0571 0.3190 -0.9591 0.0 0.0 0.0
H -6.3215 1.4528 -1.4638 0.0 0.0 0.0
H -6.0331 0.3438 1.9755 -0.1 -0.1 0.0
H -4.8397 1.4567 2.6210 0.0 0.0 0.0
H -4.3524 0.2247 1.4548 0.0 0.0 0.0
H -7.5628 2.0183 1.1415 0.0 0.0 0.0
H -7.0440 3.3675 0.1455 0.0 0.0 -0.1
H -6.5561 3.2765 1.8354 0.0 0.0 0.1
H -4.5902 1.6870 -2.7490 0.0 0.0 0.0
H -2.8629 2.0740 -2.7231 0.1 0.0 0.0
H -3.9470 2.9213 -3.8219 0.0 0.0 -0.1
H -6.2807 3.5383 -2.0503 0.0 -0.1 0.0
H -5.4577 4.6745 -3.1062 0.0 0.0 0.0
H -5.7068 5.0780 -1.4172 0.0 0.1 0.1
H -2.0071 4.2886 -1.8464 0.0 0.0 0.0
H -3.1563 5.5936 -1.5149 0.0 0.0 0.0
H -3.0261 4.9322 -3.1321 0.0 0.0 -0.1
H -4.7858 3.5799 3.0362 0.0 0.0 0.0
H -3.4391 4.6136 3.4664 0.0 0.0 0.0
H -3.1287 2.9625 2.9432 0.0 0.0 0.0
H -5.6259 5.2904 1.2475 -0.1 0.0 0.0
H -4.4309 6.0798 0.2213 0.0 0.0 0.0
H -4.3756 6.2911 1.9634 0.0 0.0 0.0
H -1.4509 4.0876 1.3962 0.0 0.0 0.0
H -2.0167 5.6568 1.9631 0.0 0.1 0.1
H -1.9576 5.3200 0.2411 0.0 0.0 0.0
```
Positions in Å, forces in eV/Å.

***

(2)
Below is a structure of composition C30H41Cl4N2O4PdSb at a distorted geometry, with properties calculated with the ωB97M-V functional and the def2-TZVPD basis.

As for the charge: -2. The value obtained for the energy relative to the best compared isomer or geometry (same formula, charge and spin) is 34.4 kcal/mol.

The geometry in XYZ format:
```
83
Properties=species:S:1:pos:R:3:forces:R:3
Pd -1.2066 -0.5609 0.5687 1.5 -0.3 0.0
Cl 3.5030 -1.3618 5.9321 0.1 -0.2 0.2
C 2.5628 -0.4457 4.7807 0.0 0.0 0.0
C 1.2694 -0.8386 4.4782 0.0 0.0 -0.1
C 0.5460 -0.1047 3.5630 0.3 -0.1 0.1
Cl -1.0619 -0.6443 3.1663 0.0 0.0 0.2
C 1.0516 1.0481 2.8642 -0.5 0.1 -0.2
O 0.3977 1.6769 1.9999 0.0 0.1 0.1
C 2.3752 1.3952 3.2854 0.2 -0.2 0.0
Cl 3.0994 2.7986 2.5545 0.0 0.1 -0.1
C 3.1230 0.6727 4.1875 -0.1 0.0 -0.1
H 0.8358 -1.7150 4.9402 0.0 0.0 0.0
H 4.1381 0.9687 4.4129 0.0 0.0 0.0
C 0.3389 2.7228 -3.9785 0.0 0.0 0.1
C 0.8982 2.2781 -2.6341 -0.2 -0.1 0.0
C 2.1600 1.4566 -2.8657 -0.1 -0.1 0.1
C 1.2481 3.4838 -1.7689 -0.1 -0.1 0.1
Sb -0.5677 1.0643 -1.4009 -0.9 -0.2 -0.3
C -2.3303 2.5190 -1.2239 0.3 0.0 -0.1
C -2.4716 3.6295 -2.2591 0.0 -0.1 0.0
C -2.1115 3.1479 0.1525 0.1 -0.1 0.0
C -3.6153 1.6991 -1.2245 0.2 -0.1 0.0
C -1.3728 -0.5473 -2.7879 0.2 0.4 -0.1
C -0.1847 -1.4854 -2.9982 0.1 0.2 0.1
C -2.4278 -1.3295 -2.0063 0.0 0.1 0.1
C -1.9331 -0.0644 -4.1232 0.0 0.0 0.1
H 1.0598 3.3704 -4.5002 0.1 0.0 0.0
H -0.5842 3.2852 -3.8617 0.0 0.0 -0.1
H 0.1373 1.8637 -4.6188 0.0 0.0 0.0
H 2.9395 2.0776 -3.3269 0.0 0.0 0.0
H 1.9716 0.6100 -3.5273 0.1 0.0 0.0
H 2.5589 1.0731 -1.9272 0.1 0.0 0.0
H 2.0422 4.0806 -2.2380 0.0 0.0 0.0
H 1.5983 3.1661 -0.7842 0.0 0.1 0.1
H 0.3820 4.1327 -1.6246 0.1 0.0 0.1
H -1.6023 4.2881 -2.2834 0.0 0.0 0.0
H -3.3409 4.2520 -2.0016 0.0 0.0 0.0
H -2.6378 3.2288 -3.2617 0.0 0.0 0.0
H -1.2877 3.8653 0.1131 0.0 0.0 0.1
H -1.8473 2.3950 0.8973 0.0 0.0 0.1
H -3.0149 3.6743 0.4898 0.0 0.0 -0.1
H -3.9399 1.4770 -2.2440 0.0 -0.1 0.0
H -4.4242 2.2536 -0.7311 0.0 0.1 0.0
H -3.4883 0.7602 -0.6936 -0.1 0.0 0.0
H 0.1440 -1.8813 -2.0342 0.1 -0.1 -0.1
H 0.6547 -0.9871 -3.4902 0.0 0.0 0.0
H -0.4834 -2.3406 -3.6168 0.0 0.0 0.0
H -2.1217 -1.4609 -0.9424 -0.3 -0.1 -0.5
H -2.5042 -2.3447 -2.4108 0.0 0.0 0.0
H -3.4164 -0.8739 -2.0463 0.0 0.0 0.1
H -1.1334 0.2518 -4.7959 0.0 0.0 0.0
H -2.6234 0.7729 -3.9946 0.0 0.0 -0.1
H -2.4821 -0.8777 -4.6175 0.0 0.0 0.0
N -3.7175 -0.0260 1.6338 0.1 0.0 0.0
C -4.1805 0.6175 2.7194 0.0 0.0 0.0
C -5.4628 0.1589 2.9419 -0.1 0.0 0.0
C -5.6753 -0.7799 1.9168 0.1 0.1 0.1
N -4.6123 -0.8783 1.1315 -0.1 -0.2 -0.2
H -2.7182 0.0222 1.1862 -1.2 0.3 0.4
H -3.5827 1.3350 3.2549 0.1 0.0 0.0
H -6.1474 0.4530 3.7199 0.0 0.0 0.0
H -6.5503 -1.3821 1.7286 0.0 0.0 -0.1
C 4.7479 -4.2242 2.5284 -0.1 0.0 0.0
C 4.2496 -3.0809 1.6909 0.0 -0.1 0.0
C 5.1297 -2.2099 1.0746 -0.1 0.0 0.0
C 4.6455 -1.1582 0.3116 -0.1 -0.1 0.1
Cl 5.7806 -0.0986 -0.4891 0.1 0.1 -0.1
C 3.2893 -0.9527 0.1771 0.1 0.1 0.0
C 2.3976 -1.8258 0.7800 -0.3 0.0 0.1
C 2.8653 -2.9034 1.5217 0.2 0.1 -0.1
O 2.0908 -3.8269 2.1223 0.0 -0.2 0.1
C 0.6789 -3.8079 1.9035 -0.3 0.2 -0.4
C 0.2433 -3.8880 0.3968 0.1 -0.1 0.2
O 0.6785 -4.8523 -0.2501 0.1 0.1 0.0
O -0.5406 -2.9793 0.0145 0.0 0.0 0.0
H 5.8335 -4.3058 2.4652 0.0 0.0 0.0
H 4.2953 -5.1599 2.1968 0.0 0.0 0.0
H 4.4670 -4.0761 3.5735 0.0 -0.1 0.0
H 6.1974 -2.3538 1.1849 0.0 0.0 0.0
H 2.9075 -0.1114 -0.3833 0.0 0.0 0.0
H 1.3359 -1.6485 0.6420 0.0 -0.1 0.1
H 0.2156 -2.9282 2.3532 0.2 0.1 0.1
H 0.3182 -4.7042 2.4102 0.0 0.0 0.0
```
Positions in Å, forces in eV/Å.

***

(3)
Below is a structure of composition C30H41ClIN7NbOPSe2 at a distorted geometry, with properties calculated with the ωB97M-V functional and the def2-TZVPD basis.

As for the charge: +2. The calculation puts the total energy at -206395.805 eV.

The geometry in XYZ format:
```
85
Properties=species:S:1:pos:R:3:forces:R:3
Nb -0.1862 0.7512 1.0623 -3.4 -1.1 1.6
I 1.9983 -4.4654 3.7427 0.2 0.8 -0.7
C 2.4591 -2.6406 2.7124 -0.1 -0.6 1.2
C 3.7589 -2.1228 2.7501 -1.0 0.0 -0.4
C 3.9394 -0.8416 2.2344 1.3 -0.2 0.9
C 2.8895 -0.0787 1.8381 -2.1 -0.3 -1.2
N 1.6090 -0.5963 1.7563 0.3 -0.7 0.7
C 1.3931 -1.8810 2.2545 0.6 1.7 -0.9
H 4.5764 -2.6809 3.1952 -0.1 0.0 -0.2
H 4.9349 -0.4058 2.2661 -0.2 0.0 -0.1
H 3.0245 0.9405 1.4616 -0.1 -0.4 0.4
H 0.3604 -2.2380 2.3075 0.5 0.3 -0.1
C -0.4770 0.3285 -3.2428 0.9 -0.1 -0.4
C -1.8379 -0.2860 -2.9449 -1.1 -0.8 -0.1
C -2.8640 0.8685 -2.8904 0.1 0.4 1.2
C -2.2708 -1.2713 -4.1060 0.5 0.6 -0.2
P -1.8849 -1.2255 -1.2344 -1.9 -1.2 -1.3
N -1.1035 -0.2707 -0.1417 2.2 1.7 1.3
C -1.0940 -2.9184 -1.3682 1.4 -0.3 -0.6
C -1.8557 -3.9890 -2.2551 0.7 0.6 0.6
C 0.3520 -2.6931 -1.9915 0.1 -0.4 0.9
C -0.8830 -3.4958 0.0467 -0.4 -0.6 0.8
C -3.6687 -1.5515 -0.5609 -0.6 0.1 0.6
C -3.7495 -2.6153 0.5735 1.0 0.3 0.8
C -4.1332 -0.2779 0.1649 -0.4 1.1 0.1
C -4.7253 -1.9919 -1.6100 -1.1 -0.4 0.7
H -0.4626 0.7505 -4.2764 -0.3 -0.2 0.7
H 0.3507 -0.3965 -3.2277 -0.3 0.2 0.0
H -0.2000 1.1286 -2.5481 -0.3 0.0 -0.1
H -2.8223 1.3969 -3.8405 0.0 0.1 -0.1
H -2.5788 1.5934 -2.0802 -0.3 -0.5 -0.7
H -3.9075 0.5685 -2.7068 0.5 0.0 -0.2
H -2.5012 -0.6538 -5.0021 0.1 -0.2 0.6
H -3.1539 -1.8650 -3.8875 -0.1 0.2 0.1
H -1.4829 -1.9702 -4.4283 -0.1 0.3 0.3
H -2.1484 -3.5847 -3.2207 0.1 -0.3 0.1
H -2.7341 -4.3944 -1.7438 0.2 0.1 -0.1
H -1.1109 -4.8018 -2.4029 -0.6 0.4 0.0
H 0.3358 -2.4004 -3.0469 0.0 0.0 0.3
H 0.9489 -3.6409 -1.9007 -0.7 0.7 -0.2
H 0.9144 -1.9470 -1.3709 -0.4 -0.4 -0.6
H -1.6159 -4.2959 0.2819 0.2 0.7 -0.2
H -0.9691 -2.7334 0.8429 0.2 -0.4 -0.4
H 0.0802 -4.0176 0.1487 0.0 0.4 -0.2
H -2.9291 -2.5044 1.3297 -0.9 0.0 -0.6
H -3.7375 -3.6132 0.1873 0.2 -0.7 -0.3
H -4.7116 -2.5296 1.1171 0.5 0.3 -0.4
H -3.5850 -0.1658 1.1233 -0.3 0.0 -0.6
H -5.2167 -0.3770 0.4006 0.7 -0.1 -0.1
H -4.0526 0.6753 -0.4012 0.1 -0.6 0.2
H -4.5602 -2.9847 -2.0780 0.3 0.7 0.1
H -4.8967 -1.2157 -2.3618 -0.1 -0.3 0.0
H -5.7122 -2.1684 -1.0186 1.6 0.6 -1.0
N 3.8600 -0.4540 -2.4964 0.4 0.1 -0.5
C 3.6341 0.8466 -2.9146 0.9 -0.8 0.4
O 4.0835 1.3081 -3.9317 -0.4 0.1 -0.1
C 2.8115 1.6681 -1.9729 0.9 1.8 -0.8
C 2.8510 3.0830 -2.1870 -0.8 -1.0 1.0
C 2.0419 3.8925 -1.3856 -0.2 -1.0 -0.1
C 1.2539 3.3083 -0.3725 0.7 -1.5 -1.2
N 1.2315 1.9442 -0.2096 1.0 0.0 0.1
C 2.0772 1.1402 -0.9735 -1.8 1.3 0.7
H 4.5567 -0.9406 -3.0675 -0.4 0.2 0.3
H 3.9726 -0.6086 -1.5041 0.0 0.0 -0.1
H 3.5409 3.4220 -2.9510 -0.3 0.3 -0.1
H 1.9069 4.9323 -1.6040 0.3 0.5 0.2
H 0.6634 3.9066 0.3052 -0.3 0.0 -0.1
H 2.0514 0.0754 -0.8097 -0.3 -0.1 0.1
Se 0.0950 0.7864 4.9518 0.9 2.0 0.1
N 0.6607 1.6568 3.3705 0.4 0.5 0.5
C 1.4754 2.6662 3.7328 -0.1 -1.0 1.1
C 2.2018 3.5975 2.8966 -0.3 0.1 0.7
C 2.9176 4.6175 3.4865 -0.6 -1.3 -0.4
C 3.1046 4.6842 4.9090 -0.3 0.0 0.2
C 2.4907 3.7957 5.7446 0.8 1.5 0.7
C 1.6636 2.7753 5.2180 -0.7 0.2 -0.6
N 0.9937 1.9933 6.0352 -0.3 -1.5 -2.3
H 2.1150 3.4901 1.8229 0.1 0.2 0.2
H 3.3478 5.3734 2.8434 0.2 0.0 0.1
H 3.7218 5.4955 5.2873 -0.2 -0.2 0.1
H 2.5598 3.8974 6.8502 0.1 -0.2 -1.0
Se -2.1806 2.7014 1.2176 2.0 -0.2 0.4
C -1.3314 4.1073 2.2001 -0.5 -0.5 -0.7
N -0.9412 5.0801 2.6897 0.0 -0.6 -0.2
Cl -1.5335 -0.4460 2.9098 0.9 0.3 -1.4
```
Positions in Å, forces in eV/Å.